Molecular formula: C31H27AuN2O6PS
Method: DFT, ωB97M-V/def2-TZVPD

Geometry as ORCA input:
```
! RIJCOSX wB97M-V def2-TZVPD def2/J DEFGRID3
* xyz 1 1
Au -1.076 1.814 -0.529
N -0.195 3.551 0.994
C 0.090 2.888 2.217
C -0.072 3.586 3.411
C 0.188 2.989 4.628
C 0.648 1.685 4.674
C 0.839 0.979 3.503
C 0.523 1.555 2.252
P 0.674 0.211 1.007
C 2.243 -0.572 1.532
C 2.351 -1.949 1.678
C 3.582 -2.513 1.993
C 4.697 -1.707 2.158
C 4.589 -0.329 2.013
C 3.361 0.238 1.713
C -0.660 -0.955 1.121
C -1.664 -0.780 2.079
C -2.741 -1.652 2.115
C -2.820 -2.695 1.200
C -1.813 -2.885 0.264
C -0.733 -2.019 0.220
H 0.648 3.885 0.536
H -0.794 4.357 1.126
H -0.398 4.618 3.372
H 0.052 3.548 5.544
H 0.867 1.210 5.619
H 1.193 -0.038 3.571
H 1.487 -2.590 1.557
H 3.662 -3.585 2.116
H 5.650 -2.152 2.406
H 5.456 0.303 2.143
H 3.295 1.317 1.621
H -1.613 0.035 2.792
H -3.523 -1.512 2.848
H -3.673 -3.361 1.204
H -1.889 -3.686 -0.458
H 0.017 -2.155 -0.548
N -3.055 1.224 -0.180
C -3.627 0.363 -1.241
C -4.983 0.393 -1.491
C -5.512 -0.551 -2.366
C -4.710 -1.503 -2.973
C -3.338 -1.455 -2.749
C -2.788 -0.528 -1.891
S -5.368 -2.852 -3.943
O -5.140 -3.984 -3.064
O -4.522 -2.823 -5.123
O -6.753 -2.476 -4.142
H -3.686 1.998 0.006
H -3.057 0.656 0.667
H -5.629 1.102 -0.986
H -6.573 -0.591 -2.580
H -2.716 -2.176 -3.267
H -1.720 -0.502 -1.719
O 2.617 2.811 -3.527
C 3.244 1.709 -3.127
C 4.491 1.449 -3.705
C 5.175 0.312 -3.361
C 4.667 -0.610 -2.424
C 3.468 -0.359 -1.830
C 2.727 0.811 -2.160
C 1.507 1.117 -1.523
O 1.072 0.185 -0.565
O 0.745 2.059 -1.737
H 1.732 2.881 -3.134
H 4.872 2.148 -4.434
H 6.130 0.118 -3.831
H 5.221 -1.506 -2.188
H 3.060 -1.053 -1.108
*
```

Values from the calculation:
- E_HOMO: -9.22 eV
- LUMO level: -4.46 eV
- Maximum force: 1.852 eV/A
- Kohn-Sham gap: 4.8 eV

Here are the natural (NBO) charges for atoms 1 to 5, given in e: atom 1 (Au): 0.748, atom 2 (N): -0.887, atom 3 (C): 0.264, atom 4 (C): -0.261, atom 5 (C): -0.121

Molecular formula: C5H6O
Method: DFT, ωB97M-V/def2-TZVPD

Geometry as ORCA input:
```
! RIJCOSX wB97M-V def2-TZVPD def2/J DEFGRID3
* xyz 0 1
C 0.758 0.041 -1.075
C -1.251 0.937 -0.760
C -1.350 0.633 0.513
C -0.290 -0.125 1.236
O -0.048 -1.457 0.785
C 0.849 -0.438 0.359
H -0.521 -0.192 -1.512
H 1.848 0.017 -1.287
H 0.764 0.502 -2.077
H -2.438 0.541 0.705
H -0.166 0.046 2.306
H 1.845 -0.503 0.808
*
```

Values from the calculation:
- E_HOMO: -8.37 eV
- LUMO level: -0.86 eV
- Maximum force: 2.592 eV/A
- Kohn-Sham gap: 7.5 eV

Here are the natural (NBO) charges for atoms 1 to 5, given in e: atom 1 (C): -1.075, atom 2 (C): 0.128, atom 3 (C): -0.517, atom 4 (C): 0.014, atom 5 (O): -0.460

Molecular formula: C5H7N3O
Method: DFT, ωB97M-V/def2-TZVPD

Geometry as ORCA input:
```
! RIJCOSX wB97M-V def2-TZVPD def2/J DEFGRID3
* xyz 0 1
C 2.740 -0.036 0.437
C 1.520 -0.388 0.951
C -1.357 -1.205 -1.184
C -0.626 -0.463 -0.243
C -1.788 1.799 0.698
N 2.562 0.503 -0.789
N 1.332 0.436 -1.127
N 0.677 -0.168 -0.063
O -1.210 -1.625 0.204
H 3.764 -0.086 0.885
H 1.090 -0.856 1.885
H -2.410 -1.112 -1.554
H -0.930 -1.891 -1.984
H -1.263 2.024 -0.180
H -1.310 1.527 1.572
H -2.792 1.541 0.492
*
```

Values from the calculation:
- E_HOMO (alpha / beta): -8.16 / -8.81 eV
- LUMO level (alpha / beta): 0.13 / -0.30 eV
- Maximum force: 4.208 eV/A
- Kohn-Sham gap (alpha / beta): 8.3 / 8.5 eV

Here are the natural (NBO) charges for atoms 1 to 5, given in e: atom 1 (C): -0.128, atom 2 (C): -0.066, atom 3 (C): -0.139, atom 4 (C): 0.439, atom 5 (C): -0.518

Molecular formula: C3H11N3O2
Method: DFT, ωB97M-V/def2-TZVPD

Geometry as ORCA input:
```
! RIJCOSX wB97M-V def2-TZVPD def2/J DEFGRID3
* xyz 0 1
C 1.169 -1.339 -0.606
C 1.625 1.286 0.595
C 0.634 0.602 -0.309
O 0.132 -2.157 -0.881
O 0.403 1.089 -1.404
H -0.568 -1.560 -1.257
H 1.785 -1.701 0.216
H 1.726 -1.037 -1.495
H 2.152 2.068 0.054
H 2.387 0.608 0.975
H 1.131 1.735 1.460
N -1.358 0.373 0.253
N -1.265 -0.251 1.503
N -1.971 -0.184 -0.896
H -2.010 1.531 0.534
H -0.897 0.475 2.121
H -0.700 -1.093 1.500
H -1.647 0.385 -1.682
H -2.726 -0.829 -0.681
*
```

Values from the calculation:
- E_HOMO: -7.38 eV
- LUMO level: 0.51 eV
- Maximum force: 5.790 eV/A
- Kohn-Sham gap: 7.9 eV

Here are the natural (NBO) charges for atoms 1 to 5, given in e: atom 1 (C): -0.104, atom 2 (C): -0.733, atom 3 (C): 0.573, atom 4 (O): -0.746, atom 5 (O): -0.710

Molecular formula: C5H4ClO3
Method: DFT, ωB97M-V/def2-TZVPD

Geometry as ORCA input:
```
! RIJCOSX wB97M-V def2-TZVPD def2/J DEFGRID3
* xyz -1 1
C -0.191 -0.879 1.748
C -0.065 -1.425 -1.407
C -0.682 1.187 -0.056
C 0.801 0.923 0.019
C -0.217 -0.114 0.376
O -0.556 -0.081 2.593
O 0.228 -2.006 1.655
O -0.365 -2.472 -1.753
Cl 0.579 -0.314 -2.844
H -1.243 1.661 0.811
H -1.145 1.321 -1.016
H 1.257 0.761 -0.933
H 1.598 1.438 0.806
*
```

Values from the calculation:
- E_HOMO: -4.82 eV
- LUMO level: 3.38 eV
- Maximum force: 3.801 eV/A
- Kohn-Sham gap: 8.2 eV

Here are the natural (NBO) charges for atoms 1 to 5, given in e: atom 1 (C): 0.752, atom 2 (C): 0.544, atom 3 (C): -0.507, atom 4 (C): -0.485, atom 5 (C): 0.075

Molecular formula: C14H17Cl2CoN4O2
Method: DFT, ωB97M-V/def2-TZVPD

Geometry as ORCA input:
```
! RIJCOSX wB97M-V def2-TZVPD def2/J DEFGRID3
* xyz 0 5
Co -0.299 0.180 0.521
C -2.124 -3.082 4.417
O -1.523 -1.845 4.072
C -1.298 -1.483 2.810
O -0.717 -0.445 2.585
N -1.702 -2.337 1.818
N -1.543 -1.909 0.491
H -2.100 -3.103 5.506
H -1.556 -3.927 4.022
H -3.162 -3.137 4.079
H -2.347 -3.095 2.007
H -2.427 -1.621 0.072
H -1.104 -2.629 -0.077
Cl -2.738 3.965 -0.516
C -1.929 3.103 -1.771
C -1.816 3.668 -3.020
C -1.159 2.991 -4.042
C -0.647 1.717 -3.809
C -0.765 1.160 -2.564
Cl -0.157 -0.423 -2.226
C -1.382 1.819 -1.448
N -1.438 1.263 -0.276
H -2.236 4.648 -3.193
H -1.052 3.440 -5.018
H -0.153 1.166 -4.594
C 1.920 2.468 -0.215
C 2.420 1.068 -0.181
C 3.645 0.579 -0.651
C 3.657 -0.784 -0.382
C 2.439 -1.075 0.242
C 1.946 -2.383 0.751
N 1.691 0.053 0.354
H 2.741 3.174 -0.118
H 1.206 2.623 0.595
H 1.409 2.676 -1.157
H 4.416 1.161 -1.118
H 4.435 -1.490 -0.603
H 2.775 -3.046 0.986
H 1.323 -2.879 0.001
H 1.348 -2.226 1.650
*
```

Values from the calculation:
- E_HOMO (alpha / beta): -6.29 / -6.28 eV
- <S²>: 6.05
- LUMO level (alpha / beta): -0.10 / -0.93 eV
- Maximum force: 2.073 eV/A
- Kohn-Sham gap (alpha / beta): 6.2 / 5.3 eV

Here are the natural (NBO) charges for atoms 1 to 5, given in e: atom 1 (Co): 1.414, atom 2 (C): -0.272, atom 3 (O): -0.474, atom 4 (C): 0.907, atom 5 (O): -0.660

Molecular formula: H3N2O2P
Method: DFT, ωB97M-V/def2-TZVPD

Geometry as ORCA input:
```
! RIJCOSX wB97M-V def2-TZVPD def2/J DEFGRID3
* xyz 0 1
N -1.173 -0.211 -0.476
P -0.062 0.953 -0.031
N 1.332 -0.108 0.137
O 1.137 -1.269 0.099
O 2.381 0.495 0.323
H -2.032 -0.398 0.064
H -1.445 -0.222 -1.531
H -0.139 0.760 1.415
*
```

Values from the calculation:
- SMILES: NP[N+](=O)[O-]
- E_HOMO: -9.88 eV
- LUMO level: 0.29 eV
- Maximum force: 3.481 eV/A
- Kohn-Sham gap: 10.2 eV

Here are the natural (NBO) charges for atoms 1 to 5, given in e: atom 1 (N): -1.178, atom 2 (P): 0.857, atom 3 (N): 0.298, atom 4 (O): -0.346, atom 5 (O): -0.413

Molecular formula: C3H5NdO3
Method: DFT, ωB97M-V/def2-TZVPD

Geometry as ORCA input:
```
! RIJCOSX wB97M-V def2-TZVPD def2/J DEFGRID3
* xyz 1 5
H -0.735 -1.023 -1.284
C -0.320 -0.003 -1.376
C 1.064 0.201 -0.808
O 1.164 -0.462 0.499
C 0.184 -0.374 1.329
O 0.531 -1.043 2.416
Nd -2.549 1.045 1.080
O -0.984 1.068 -0.657
H -0.282 0.305 -2.435
H 0.256 1.502 -0.443
H 1.790 -0.341 -1.429
H -0.118 -0.874 3.108
*
```

Values from the calculation:
- E_HOMO (alpha / beta): -11.49 / -11.51 eV
- <S²>: 6.00
- LUMO level (alpha / beta): -5.24 / -5.20 eV
- Maximum force: 2.507 eV/A
- Kohn-Sham gap (alpha / beta): 6.3 / 6.3 eV

Here are the Mulliken charges for atoms 1 to 5, given in e: atom 1 (H): 0.246, atom 2 (C): -0.228, atom 3 (C): -0.696, atom 4 (O): -0.273, atom 5 (C): 0.081

Molecular formula: C6H18KO6
Method: DFT, ωB97M-V/def2-TZVPD

Geometry as ORCA input:
```
! RIJCOSX wB97M-V def2-TZVPD def2/J DEFGRID3
* xyz 1 1
K 1.038 -0.073 0.737
C -0.796 0.816 4.843
C -0.931 2.354 4.990
O -1.762 2.762 3.998
O 0.001 0.647 3.687
H -1.694 0.199 4.829
H -0.195 0.417 5.660
H -0.023 2.957 5.003
H -1.652 2.486 5.797
H -1.321 2.693 3.148
H -0.121 1.326 3.019
C 1.097 2.158 -3.566
C 1.704 1.142 -2.619
O 1.907 1.563 -1.244
O -0.307 2.069 -3.188
H 1.229 1.929 -4.624
H 1.644 3.088 -3.412
H 2.715 0.925 -2.963
H 1.162 0.196 -2.635
H 1.095 1.994 -0.968
H -0.372 2.080 -2.230
C -0.477 -4.274 -2.197
C 0.140 -2.860 -1.902
O 0.049 -2.367 -0.572
O -1.836 -4.127 -1.908
H 0.001 -4.938 -1.477
H -0.308 -4.588 -3.227
H -0.212 -2.060 -2.553
H 1.188 -2.974 -2.182
H -0.901 -2.342 -0.434
H -2.064 -3.200 -1.813
*
```

Values from the calculation:
- E_HOMO: -13.28 eV
- LUMO level: -4.12 eV
- Maximum force: 3.518 eV/A
- Kohn-Sham gap: 9.2 eV

Here are the natural (NBO) charges for atoms 1 to 5, given in e: atom 1 (K): 0.985, atom 2 (C): -0.087, atom 3 (C): -0.099, atom 4 (O): -0.681, atom 5 (O): -0.749

Molecular formula: C3H6O2S
Method: DFT, ωB97M-V/def2-TZVPD

Geometry as ORCA input:
```
! RIJCOSX wB97M-V def2-TZVPD def2/J DEFGRID3
* xyz 1 2
O -0.373 -2.186 -0.051
C -0.305 -1.296 -0.835
O -0.449 -1.545 -2.202
C 0.046 0.122 -0.555
C -0.182 0.459 0.940
S 0.668 1.968 1.430
H -1.402 -1.584 -2.358
H -0.629 0.735 -1.161
H 1.050 0.323 -0.928
H -1.243 0.661 1.122
H 0.121 -0.421 1.516
H 0.614 2.586 0.231
*
```

Values from the calculation:
- E_HOMO (alpha / beta): -14.91 / -14.91 eV
- <S²>: 0.75
- LUMO level (alpha / beta): -4.43 / -9.61 eV
- Maximum force: 2.359 eV/A
- Kohn-Sham gap (alpha / beta): 10.5 / 5.3 eV

Here are the natural (NBO) charges for atoms 1 to 5, given in e: atom 1 (O): -0.489, atom 2 (C): 0.784, atom 3 (O): -0.705, atom 4 (C): -0.540, atom 5 (C): -0.604

Molecular formula: C2H6BF4KO
Method: DFT, ωB97M-V/def2-TZVPD

Geometry as ORCA input:
```
! RIJCOSX wB97M-V def2-TZVPD def2/J DEFGRID3
* xyz 0 1
K -0.876 -0.697 1.842
B 0.059 -5.461 3.708
F 0.827 -5.076 2.642
F -1.060 -4.623 3.789
F -0.285 -6.791 3.538
F 0.699 -5.377 4.907
C 0.660 3.241 -3.114
C -0.371 2.832 -1.998
O 0.170 3.179 -0.733
H 1.565 2.662 -2.931
H 0.847 4.313 -3.048
H 0.238 3.148 -4.115
H -0.628 1.773 -1.990
H -1.271 3.379 -2.280
H -0.575 3.498 -0.219
*
```

Values from the calculation:
- E_HOMO: -9.73 eV
- LUMO level: -2.20 eV
- Maximum force: 2.086 eV/A
- Kohn-Sham gap: 7.5 eV

Here are the natural (NBO) charges for atoms 1 to 5, given in e: atom 1 (K): 0.998, atom 2 (B): 1.320, atom 3 (F): -0.579, atom 4 (F): -0.598, atom 5 (F): -0.573

Molecular formula: C30H33CeN6OS2
Method: DFT, ωB97M-V/def2-TZVPD

Geometry as ORCA input:
```
! RIJCOSX wB97M-V def2-TZVPD def2/J DEFGRID3
* xyz 1 1
Ce 0.348 -0.497 0.034
C -0.304 2.473 2.960
C -0.284 3.480 1.809
C 0.507 2.969 0.589
N -0.206 1.929 -0.145
C -1.114 2.251 -1.052
C -1.240 3.539 -1.619
C -2.224 4.122 -2.385
C -3.497 3.653 -2.667
C -3.986 2.395 -2.350
C -3.296 1.288 -1.910
C -1.935 1.116 -1.563
N -1.332 -0.058 -1.577
C -1.990 -1.188 -2.204
C -1.027 -2.388 -2.294
C -1.211 -3.356 -1.117
N -0.839 -2.690 0.115
C -1.280 -3.118 1.283
C -2.219 -4.158 1.461
C -2.593 -4.858 2.588
C -2.028 -4.865 3.854
C -1.068 -3.983 4.329
C -0.615 -2.829 3.735
C -0.854 -2.294 2.446
N -0.702 -1.010 2.171
C -0.693 -0.056 3.269
C -1.251 1.286 2.747
H 0.714 2.099 3.086
H -0.583 2.992 3.880
H -1.300 3.734 1.499
H 0.194 4.393 2.170
H 0.767 3.834 -0.036
H 1.450 2.530 0.945
H -0.384 4.182 -1.448
H -2.001 5.120 -2.749
H -4.176 4.334 -3.161
H -5.040 2.235 -2.547
H -3.886 0.383 -1.816
H -2.871 -1.498 -1.619
H -2.348 -0.904 -3.208
H -1.204 -2.929 -3.225
H 0.021 -2.040 -2.292
H -2.257 -3.698 -1.113
H -0.576 -4.243 -1.273
H -2.770 -4.431 0.567
H -3.400 -5.566 2.434
H -2.382 -5.616 4.545
H -0.694 -4.175 5.328
H 0.060 -2.225 4.333
H -1.307 -0.435 4.100
H 0.331 0.084 3.654
H -1.434 1.143 1.672
H -2.212 1.501 3.216
O 2.315 -1.579 -0.682
N 3.494 -1.010 -0.601
C 4.405 -1.250 -1.558
C 5.649 -0.670 -1.542
C 5.996 0.163 -0.477
C 5.070 0.392 0.507
C 3.785 -0.169 0.443
S 2.607 0.186 1.610
H 4.097 -1.943 -2.329
H 6.354 -0.885 -2.328
H 6.976 0.610 -0.429
H 5.279 1.014 1.362
S 2.139 1.397 -4.515
C 3.069 2.123 -3.274
C 2.664 1.677 -2.059
N 1.647 0.775 -2.088
C 1.272 0.538 -3.302
H 3.849 2.817 -3.505
H 3.083 1.986 -1.118
H 0.471 -0.127 -3.567
*
```

Values from the calculation:
- E_HOMO (alpha / beta): -9.74 / -9.74 eV
- LUMO level (alpha / beta): -4.10 / -4.11 eV
- Maximum force: 1.440 eV/A
- Kohn-Sham gap (alpha / beta): 5.6 / 5.6 eV

Here are the Mulliken charges for atoms 1 to 5, given in e: atom 1 (Ce): 0.333, atom 2 (C): -0.731, atom 3 (C): -1.125, atom 4 (C): -1.192, atom 5 (N): 0.708